Entry 1:
Below is a structure of composition C44H64N2O2P3RbS4SeSi, with properties calculated with ωB97M-V/def2-TZVPD.

```
122
C44H64N2O2P3RbS4SeSi | the OMol25 dataset | ωB97M-V/def2-TZVPD
Rb -1.6830 -0.5474 0.6883
C -0.0682 5.5176 -0.5077
C -0.6079 4.2965 0.2302
C -2.0415 4.5133 0.7096
P -0.5024 2.5973 -0.5791
C -1.9031 2.5706 -1.8455
C -1.7052 1.2802 -2.6417
C -2.1681 3.7223 -2.8105
C 0.9749 2.6618 -1.6556
C 1.2061 3.5266 -2.7180
C 2.3021 3.3439 -3.5463
C 3.1727 2.2899 -3.3223
C 2.9674 1.4572 -2.2385
C 1.8966 1.6478 -1.3790
Si 1.5107 0.6622 0.2140
C 1.8194 2.1576 1.3846
C 2.5601 3.2895 1.0778
C 2.8429 4.2470 2.0359
C 2.3784 4.0807 3.3307
C 1.5980 2.9833 3.6432
C 1.3092 2.0272 2.6767
P 0.2387 0.5789 2.9282
C 1.4456 -0.5979 3.7465
C 0.6839 -1.7950 4.3074
C 2.3956 -0.0038 4.7802
C -0.9969 1.0503 4.2827
C -1.7387 2.2590 3.7162
C -0.6833 1.2578 5.7658
C 3.2567 -0.1069 0.4798
C 4.4771 0.5358 0.6157
C 5.6402 -0.1814 0.8358
C 5.5797 -1.5595 0.9633
C 4.3652 -2.2156 0.8529
C 3.2060 -1.4955 0.5921
P 1.5222 -2.1641 0.3992
C 1.7476 -3.9907 0.9728
C 2.4285 -5.0887 0.1585
C 0.3571 -4.4788 1.3833
C 1.4597 -2.2436 -1.4812
C 2.7275 -2.6954 -2.1972
C 0.2468 -3.0346 -1.9620
H -0.1685 6.3936 0.1372
H -0.6163 5.7100 -1.4271
H 0.9869 5.3893 -0.7427
H 0.0236 4.1567 1.1201
H -2.6857 4.8396 -0.1033
H -2.0718 5.2684 1.4949
H -2.4512 3.5893 1.1152
H -2.7931 2.4454 -1.2107
H -0.9499 1.4280 -3.4156
H -2.6384 0.9619 -3.1047
H -1.3676 0.4775 -1.9822
H -1.3062 3.9104 -3.4458
H -2.4393 4.6395 -2.2930
H -3.0015 3.4411 -3.4558
H 0.5526 4.3606 -2.9189
H 2.4683 4.0205 -4.3772
H 4.0190 2.1360 -3.9841
H 3.6554 0.6436 -2.0437
H 2.9229 3.4345 0.0683
H 3.4347 5.1191 1.7824
H 2.6233 4.8074 4.0971
H 1.2292 2.8707 4.6501
H 2.0454 -0.9414 2.8894
H 0.1568 -1.5324 5.2223
H 1.3716 -2.6118 4.5304
H -0.0520 -2.1463 3.5844
H 1.8566 0.3594 5.6513
H 2.9636 0.8196 4.3527
H 3.0993 -0.7698 5.1111
H -1.6943 0.1978 4.2196
H -1.1455 3.1690 3.8092
H -2.6946 2.3963 4.2194
H -1.9426 2.0836 2.6585
H 0.0164 2.0731 5.9376
H -0.2913 0.3548 6.2300
H -1.6173 1.5112 6.2711
H 4.5200 1.6147 0.5381
H 6.5947 0.3279 0.9115
H 6.4854 -2.1269 1.1468
H 4.3415 -3.2867 0.9830
H 2.3233 -3.8506 1.9016
H 1.8769 -5.3066 -0.7516
H 2.4546 -6.0075 0.7488
H 3.4507 -4.8390 -0.1114
H -0.2370 -4.7479 0.5128
H -0.1837 -3.7008 1.9202
H 0.4290 -5.3552 2.0299
H 1.3000 -1.1886 -1.7367
H 2.9341 -3.7472 -2.0290
H 3.5866 -2.1173 -1.8662
H 2.6141 -2.5431 -3.2722
H 0.3944 -4.1068 -1.8384
H 0.0783 -2.8431 -3.0225
H -0.6504 -2.7379 -1.4156
O -8.3772 3.0080 0.9622
C -7.5149 2.1552 1.0120
S -6.4110 1.9564 2.3547
C -5.4968 0.5300 1.7543
C -5.8624 0.0782 0.5275
S -5.1933 -1.2168 -0.3570
S -7.2149 0.9777 -0.2431
S -4.3172 -0.0972 2.8079
O -3.4657 -3.0838 1.6540
H -4.0138 -2.8715 0.8769
H -3.7602 -2.4022 2.2847
C -3.6467 -5.2923 -3.4226
N -2.7878 -4.5883 -4.3289
C -1.8405 -5.1534 -5.1440
C -1.1973 -4.1575 -5.7902
N -1.7428 -2.9686 -5.3768
C -1.3237 -1.6631 -5.7893
C -2.7357 -3.2248 -4.4668
Se -3.7463 -2.0143 -3.5807
H -4.3555 -5.9239 -3.9640
H -4.1972 -4.5546 -2.8377
H -3.0579 -5.9179 -2.7498
H -1.7026 -6.2140 -5.2011
H -0.4058 -4.1943 -6.5097
H -1.4331 -1.5429 -6.8700
H -0.2806 -1.4883 -5.5153
H -1.9529 -0.9364 -5.2763
```

Output
Orbital gap in eV: 3.923
Largest force on an atom in eV Å⁻¹: 1.5
Highest occupied orbital energy in eV: -0.49
2S+1: 1
Total charge: -2

Here are the Mulliken charges for atoms 1 to 6, given in e: number 1, Rb, carries 0.927; number 2, C, carries -1.790; number 3, C, carries 1.824; number 4, C, carries -1.726; number 5, P, carries 0.882; number 6, C, carries 0.615

Entry 2:
Below is a structure of composition C19H25MnN3O2P, with properties calculated with ωB97M-V/def2-TZVPD.

```
51
C19H25MnN3O2P | the OMol25 dataset | ωB97M-V/def2-TZVPD
Mn -1.1138 -0.5482 -1.0529
O -1.5108 3.9000 -1.3508
C -0.2107 4.1461 -1.6175
C 0.1709 5.4864 -1.6646
C 1.4822 5.8237 -1.9140
C 2.4529 4.8387 -2.1177
C 2.0811 3.5183 -2.0705
C 0.7472 3.1406 -1.8239
C 0.4035 1.7179 -1.7855
O -0.8389 1.3851 -1.5349
N 1.3604 0.8291 -2.0501
N 0.8205 -0.4082 -1.9157
C 1.3747 -1.4701 -2.3376
C 0.5677 -2.7053 -2.1697
C 1.1056 -3.9586 -2.4022
C 0.3074 -5.0781 -2.2335
C -1.0109 -4.9210 -1.8382
C -1.4815 -3.6382 -1.6309
N -0.7200 -2.5499 -1.7963
H -1.6165 2.9319 -1.3243
H -0.5873 6.2399 -1.5008
H 1.7605 6.8694 -1.9540
H 3.4802 5.1120 -2.3126
H 2.8098 2.7367 -2.2298
H 2.3442 -1.4873 -2.8289
H 2.1381 -4.0458 -2.7127
H 0.7121 -6.0658 -2.4119
H -1.6684 -5.7672 -1.7017
H -2.5109 -3.4692 -1.3404
C -2.1896 1.5624 1.9489
C -0.8261 0.9215 2.1992
P -0.6552 -0.6997 1.3924
C -1.7642 -1.8470 2.2791
C -1.4971 -2.0753 3.7648
C 1.0592 -1.2573 1.6776
C 1.7185 -0.7875 2.9759
H -2.2075 2.5824 2.3294
H -2.9891 1.0121 2.4469
H -2.4217 1.6184 0.8834
H -0.6414 0.8012 3.2685
H -0.0219 1.5515 1.8099
H -1.7193 -2.7934 1.7318
H -2.7768 -1.4636 2.1231
H -0.5339 -2.5572 3.9294
H -2.2628 -2.7249 4.1880
H -1.5120 -1.1432 4.3307
H 1.6446 -0.9135 0.8215
H 1.0398 -2.3495 1.6120
H 1.8569 0.2932 2.9785
H 2.7052 -1.2403 3.0710
H 1.1451 -1.0534 3.8619
```

Output
Orbital gap (alpha / beta) in eV: 6.990 / 6.680
Largest force on an atom in eV Å⁻¹: 0.5
Highest occupied orbital energy (alpha / beta) in eV: -10.66 / -10.65
2S+1: 6
Total charge: +1

Here are the natural (NBO) charges for atoms 1 to 6, given in e: number 1, Mn, carries 1.488; number 2, O, carries -0.676; number 3, C, carries 0.442; number 4, C, carries -0.302; number 5, C, carries -0.138; number 6, C, carries -0.259

Entry 3:
Below is the ion C3H7N2O2 with charge +1, with properties calculated with ωB97M-V/def2-TZVPD.

```
14
C3H7N2O2 | the OMol25 dataset | ωB97M-V/def2-TZVPD
C 1.0904 -0.4531 -0.0725
C 1.4861 0.8239 0.7405
C -0.2299 0.0278 -0.7528
N 0.2469 1.6515 0.8513
N -1.2563 -1.1418 -0.5005
O 1.5950 -1.4635 -0.3440
O -0.6192 1.1881 -0.1522
H 1.9593 0.7154 1.7066
H 2.1634 1.2935 0.0747
H -0.1934 0.0939 -1.8610
H -0.1253 1.4452 1.7928
H -0.9863 -2.1995 -0.6401
H -2.1043 -1.2164 -1.1394
H -1.7254 -0.9609 0.4612
```

Output
Orbital gap (alpha / beta) in eV: 6.979 / 6.887
Largest force on an atom in eV Å⁻¹: 9.6
Highest occupied orbital energy (alpha / beta) in eV: -10.76 / -14.50
2S+1: 3
Total charge: +1

Here are the natural (NBO) charges for atoms 1 to 6, given in e: number 1, C, carries 0.168; number 2, C, carries -0.253; number 3, C, carries 0.230; number 4, N, carries -0.210; number 5, N, carries -0.783; number 6, O, carries -0.253

Entry 4:
Below is a structure of composition C14H15N6O5ReS, with properties calculated with ωB97M-V/def2-TZVPD.

```
42
C14H15N6O5ReS | the OMol25 dataset | ωB97M-V/def2-TZVPD
Re 0.6273 -0.5476 1.5563
O 2.1692 5.4006 1.7999
C 1.7794 4.1321 1.7802
C 1.1022 3.5188 2.8459
C 0.7514 2.2009 2.7077
N 1.0322 1.5101 1.6035
C 1.6809 2.0806 0.5848
C 2.0715 3.3913 0.6214
C 1.8718 1.1025 -0.5525
O 2.3419 1.4021 -1.6148
O 1.3676 -0.0767 -0.2399
C 0.0390 1.3435 3.7298
O -0.2864 1.7279 4.8108
O -0.1570 0.1253 3.2341
H 1.9407 5.8381 2.6304
H 0.8520 4.0405 3.7609
H 2.5940 3.8361 -0.2138
C -0.4704 0.1333 -3.0337
N -1.1677 0.2592 -1.7491
C -1.3682 1.6363 -1.3114
C -1.4322 -0.7893 -0.9768
S -1.5113 -0.6279 0.7990
N -1.7093 -1.9749 -1.5033
C -1.6674 -3.2229 -0.7394
C -2.2747 -2.1272 -2.8461
H 0.3437 0.8558 -3.0371
H -1.1314 0.3330 -3.8770
H -0.0356 -0.8565 -3.1255
H -1.9030 2.1704 -2.0972
H -0.4111 2.1369 -1.1586
H -1.9544 1.6690 -0.3998
H -1.0440 -3.1131 0.1407
H -1.2499 -3.9979 -1.3815
H -2.6731 -3.5159 -0.4374
H -2.6809 -1.1823 -3.1908
H -3.0853 -2.8512 -2.7778
H -1.5383 -2.4965 -3.5589
N 1.3576 -6.9365 0.9010
C 1.5793 -5.8790 1.2965
N 1.8684 -4.6677 1.7331
C 1.3893 -3.5579 1.6732
N 0.9924 -2.4235 1.6130
```

Output
Orbital gap (alpha / beta) in eV: 6.846 / 6.825
Largest force on an atom in eV Å⁻¹: 0.5
Highest occupied orbital energy (alpha / beta) in eV: -11.53 / -11.76
2S+1: 2
Total charge: +1

Here are the natural (NBO) charges for atoms 1 to 6, given in e: number 1, Re, carries 1.449; number 2, O, carries -0.606; number 3, C, carries 0.400; number 4, C, carries -0.274; number 5, C, carries 0.143; number 6, N, carries -0.511

Entry 5:
Below is a structure of composition C45H95N7O13V, with properties calculated with ωB97M-V/def2-TZVPD.

```
161
C45H95N7O13V | the OMol25 dataset | ωB97M-V/def2-TZVPD
O 3.6633 -2.2456 -3.2501
V 2.3778 -1.5663 -4.0904
O 2.8815 -1.3978 -5.5407
N -0.0057 -0.2369 -1.9368
O -0.5889 -0.8562 -1.0873
O 0.8314 -0.7723 -2.6157
O -0.1851 0.9503 -2.1581
N 2.0967 1.6449 -4.2232
O 2.1311 2.8025 -3.8588
O 1.1564 1.3985 -4.9989
O 2.9556 0.7927 -3.9868
C 1.6351 -4.0808 -2.0611
C 0.4708 -4.4534 -3.1145
C -0.9661 -4.1914 -2.3950
C -2.1248 -4.0148 -3.4006
C -1.7520 -2.9846 -4.4541
C -0.4617 -3.3495 -5.2818
N 0.7043 -3.5917 -4.3532
O 1.8937 -3.8297 -5.0475
C -0.7601 -4.5229 -6.2366
C -0.1411 -1.9991 -5.9253
C 0.4866 -5.9385 -3.3794
H 2.6001 -4.4197 -2.4378
H 1.4935 -4.5234 -1.0751
H 1.5824 -3.0184 -1.8230
H -1.3012 -5.0196 -1.7706
H -1.0158 -3.2930 -1.7799
H -3.0170 -3.6652 -2.8811
H -2.4674 -4.9285 -3.8863
H -1.6857 -1.9581 -4.0937
H -2.5711 -2.9765 -5.1732
H -1.5282 -4.4106 -7.0018
H 0.1174 -4.9218 -6.7455
H -1.2031 -5.3411 -5.6687
H 0.5451 -2.1268 -6.7624
H -1.0140 -1.5565 -6.4052
H 0.2744 -1.2381 -5.2647
H 0.5808 -6.5031 -2.4518
H 1.4416 -6.1218 -3.8719
H -0.3069 -6.3661 -3.9921
H 1.6605 -4.5616 -5.6232
C -3.4446 5.1014 0.5384
C -2.7050 5.4644 -0.7554
C -2.3340 6.9426 -0.7296
C -1.2142 7.2103 0.2654
C 0.0785 6.4135 -0.1072
C -0.2452 4.8438 -0.1670
N -1.5035 4.6118 -1.0198
O -1.7949 3.2473 -1.3162
C 0.8686 4.2993 -1.1574
C -0.3229 4.1393 1.2115
C -3.6031 5.3228 -2.0082
H -3.6403 4.0310 0.4752
H -4.3905 5.6426 0.5156
H -2.8113 5.3130 1.4000
H -2.0467 7.3462 -1.7005
H -3.2027 7.5615 -0.5051
H -1.6613 7.1416 1.2571
H -0.8817 8.2472 0.3149
H 0.7411 6.5918 0.7397
H 0.5210 6.6544 -1.0737
H 1.8008 4.7605 -0.8313
H 0.8978 3.2125 -1.0786
H 0.8127 4.6613 -2.1840
H -0.9018 4.7855 1.8713
H -0.6044 3.0941 1.0836
H 0.6323 4.1809 1.7347
H -3.0240 5.6938 -2.8539
H -4.5641 5.7489 -1.7202
H -3.7367 4.3363 -2.4522
H -2.1027 2.8033 -0.5227
C 2.0285 -2.8471 1.4145
C 1.5201 -3.9711 2.2876
C 2.2729 -3.7835 3.6077
C 1.8049 -4.6696 4.7631
C 0.2467 -4.4836 4.8897
C -0.5328 -4.5670 3.5531
N 0.1234 -3.6691 2.5354
O -0.6475 -3.5086 1.3312
C -0.6169 -6.0857 3.0717
C -1.9574 -4.0552 3.8160
C 1.7619 -5.3163 1.5317
H 1.9753 -1.8790 1.9127
H 1.6037 -2.8993 0.4121
H 3.0839 -2.9818 1.1776
H 3.3234 -4.0433 3.4776
H 2.3855 -2.7655 3.9806
H 2.2114 -4.5012 5.7603
H 1.7593 -5.6874 4.3758
H 0.0620 -3.5080 5.3393
H -0.1333 -5.2654 5.5474
H -1.4139 -6.5903 3.6179
H -0.9437 -6.2538 2.0456
H 0.2913 -6.6417 3.3044
H -2.5968 -4.0743 2.9335
H -2.3746 -4.6092 4.6569
H -1.8546 -3.0029 4.0808
H 2.7054 -5.2792 0.9872
H 1.0140 -5.4725 0.7543
H 1.9052 -6.1893 2.1684
H -0.5283 -2.5943 1.0640
C -4.8513 -0.4305 -0.7237
C -4.8665 0.3861 0.5722
C -5.7722 -0.3364 1.6212
C -5.7500 0.2477 3.0116
C -4.1801 0.1731 3.5082
C -3.1598 0.8908 2.5271
N -3.4961 0.5934 1.1592
O -2.4900 1.0075 0.2671
C -3.1534 2.4126 2.8544
C -1.8414 0.2862 2.9634
C -5.5765 1.7930 0.2052
H -5.8293 -0.4358 -1.2049
H -4.1528 -0.0652 -1.4765
H -4.5130 -1.4647 -0.6590
H -6.8290 -0.3471 1.3543
H -5.4049 -1.3590 1.7077
H -6.2018 1.2393 2.9880
H -6.4133 -0.3752 3.6118
H -3.9204 -0.8132 3.8927
H -4.0824 0.7386 4.4348
H -4.1408 2.8701 2.9174
H -2.7473 2.9417 1.9923
H -2.6000 2.5997 3.7746
H -0.9172 0.7007 2.5607
H -1.8185 -0.7921 2.8057
H -1.7067 0.4039 4.0386
H -6.4869 1.6159 -0.3673
H -5.7744 2.4928 1.0171
H -4.9105 2.2704 -0.5136
H -1.9909 0.2085 0.0823
C 4.7030 5.0784 0.8654
C 5.1191 3.6706 1.1894
C 4.4991 3.3844 2.6474
C 4.4781 1.8601 3.0097
C 3.6613 1.0905 1.9583
C 4.1539 1.3068 0.4877
N 4.5086 2.7431 0.2176
O 5.0729 2.8828 -1.0538
C 5.2880 0.2970 0.2674
C 3.0538 0.8079 -0.4804
C 6.6374 3.5515 1.3571
H 4.9865 5.3013 -0.1632
H 5.3305 5.7003 1.5038
H 3.6626 5.3316 1.0695
H 5.1700 3.8428 3.3740
H 3.6044 3.9654 2.8711
H 4.2414 1.4802 4.0035
H 5.5088 1.5055 3.0026
H 2.6054 1.3283 2.0870
H 3.7732 0.0263 2.1656
H 6.1812 0.6565 0.7784
H 5.1036 -0.6940 0.6822
H 5.6542 0.3810 -0.7558
H 3.1959 1.2628 -1.4607
H 3.0105 -0.2622 -0.6831
H 2.0863 1.2234 -0.1985
H 6.7927 2.5296 1.7033
H 7.2120 4.1678 2.0485
H 7.2018 3.7280 0.4415
H 4.5008 3.5831 -1.3760
```

Output
Orbital gap (alpha / beta) in eV: 7.217 / 2.829
Largest force on an atom in eV Å⁻¹: 5.7
Highest occupied orbital energy (alpha / beta) in eV: -7.32 / -7.32
2S+1: 2

Here are the Mulliken charges for atoms 1 to 6, given in e: number 1, O, carries -0.580; number 2, V, carries 0.873; number 3, O, carries -0.337; number 4, N, carries 0.234; number 5, O, carries -0.747; number 6, O, carries 0.659

Entry 6:
Below is a structure of composition C15H28AuN3O3, with properties calculated with ωB97M-V/def2-TZVPD.

```
50
C15H28AuN3O3 | the OMol25 dataset | ωB97M-V/def2-TZVPD
Au 0.0135 0.1400 -0.0907
C 2.1695 -0.6909 -2.3611
N 1.7185 -1.2392 -1.0898
C 2.8404 -1.2840 -0.1600
C 1.0814 -2.5442 -1.2830
C 0.2712 -2.9730 -0.0701
N -0.8733 -2.0993 0.1893
C -1.3485 -2.2437 1.5492
C -1.9460 -2.2187 -0.7808
H 2.9913 -1.2917 -2.7679
H 2.5275 0.3288 -2.2195
H 1.3566 -0.6846 -3.0842
H 3.6023 -1.9857 -0.5160
H 2.5232 -1.6056 0.8278
H 3.2951 -0.2968 -0.0969
H 1.8455 -3.3043 -1.4893
H 0.4320 -2.4822 -2.1574
H 0.9022 -2.9821 0.8206
H -0.0780 -4.0006 -0.2322
H -1.6596 -3.2766 1.7481
H -2.2065 -1.5949 1.7202
H -0.5599 -1.9899 2.2544
H -2.2049 -3.2707 -0.9540
H -1.6810 -1.7718 -1.7370
H -2.8340 -1.7114 -0.4063
O 0.7375 -0.1193 2.1231
C 0.0792 0.7147 3.0913
C 0.6848 2.1115 3.1658
C 0.8359 2.7728 1.7863
C -0.5005 3.0462 1.1736
C -1.1011 4.2965 1.3156
C -2.3445 4.5247 0.7594
C -2.9862 3.4872 0.0989
C -2.3415 2.2653 0.0144
N -1.1366 2.0670 0.5353
H 1.6907 -0.0093 2.2646
H 0.1614 0.2319 4.0706
H -0.9716 0.7412 2.8021
H 1.6677 2.0606 3.6362
H 0.0508 2.7261 3.8061
H 1.4093 2.1342 1.1102
H 1.3864 3.7044 1.9086
H -0.5732 5.0710 1.8504
H -2.8082 5.4982 0.8374
H -3.9546 3.6152 -0.3522
H -2.7995 1.4298 -0.4920
O 0.6277 1.8630 -1.5875
C -0.2376 1.4604 -2.3690
O -0.9320 0.4526 -2.0958
H -0.4088 1.9735 -3.3237
```

Output
Orbital gap (alpha / beta) in eV: 10.082 / 6.021
Largest force on an atom in eV Å⁻¹: 1.8
Highest occupied orbital energy (alpha / beta) in eV: -15.76 / -15.76
2S+1: 3
Total charge: +2

Here are the natural (NBO) charges for atoms 1 to 6, given in e: number 1, Au, carries 1.414; number 2, C, carries -0.442; number 3, N, carries -0.388; number 4, C, carries -0.444; number 5, C, carries -0.256; number 6, C, carries -0.261

Entry 7:
Below is an isolated molecule of C3H8N2S3, with properties calculated with ωB97M-V/def2-TZVPD.

```
16
C3H8N2S3 | the OMol25 dataset | ωB97M-V/def2-TZVPD
C 1.7076 -0.2203 0.5794
C -0.5938 0.5310 -0.8079
C -2.5023 -1.0642 0.2434
N 1.1398 1.1866 0.5146
N 0.4953 1.2341 -0.7366
S 0.6028 -1.4998 0.0354
S 3.2959 -0.1314 -0.3739
S -1.9321 0.6933 0.3033
H 1.9916 -0.2802 1.6152
H -0.8471 0.0056 -1.7107
H -3.3688 -0.9886 0.9091
H -1.6526 -1.6075 0.5798
H -3.0151 -1.4784 -0.6787
H 0.3268 1.3210 1.2715
H 1.1896 1.1187 -1.5013
H 3.1624 1.1802 -0.2427
```

Output
Orbital gap (alpha / beta) in eV: 6.184 / 6.198
Largest force on an atom in eV Å⁻¹: 5.1
Highest occupied orbital energy (alpha / beta) in eV: -5.47 / -8.82
2S+1: 3

Here are the natural (NBO) charges for atoms 1 to 6, given in e: number 1, C, carries -0.404; number 2, C, carries -0.295; number 3, C, carries -0.733; number 4, N, carries -0.482; number 5, N, carries -0.494; number 6, S, carries 0.226

E for the records above, in order: -7306.9201 -2545.9534 -378.0005 -1723.4885 -4076.3101 -1113.3891 -1422.9701 hartree